# 1
{
  "formula": "C34H42N3O5OsS2Si",
  "method": "ωB97M-V/def2-TZVPD",
  "species": ["Os", "O", "S", "O", "N", "C", "C", "C", "C", "C", "C", "C", "C", "N", "C", "C", "C", "C", "C", "C", "C", "H", "H", "H", "H", "H", "H", "H", "H", "H", "H", "H", "C", "C", "C", "C", "Si", "C", "C", "C", "C", "C", "C", "C", "C", "H", "H", "H", "H", "H", "H", "H", "H", "H", "H", "H", "H", "H", "H", "H", "H", "H", "H", "H", "H", "H", "H", "H", "H", "H", "H", "H", "O", "C", "N", "S", "O", "O", "C", "C", "C", "C", "C", "C", "H", "H", "H", "H"],
  "positions_angstrom": [[-0.0519, -0.1300, -0.2868], [-2.1659, 1.1971, 0.0495], [-1.6725, 2.2282, -0.8750], [-1.7099, 3.6115, -0.5165], [-0.1235, 1.6862, -0.9463], [0.9493, 2.2065, -1.6978], [1.1142, 3.4641, -2.2085], [2.3071, 3.7701, -2.9027], [3.2988, 2.8441, -3.0506], [3.1570, 1.5500, -2.4928], [4.1400, 0.5426, -2.5923], [3.9035, -0.6731, -2.0263], [2.7031, -0.9040, -1.3345], [1.7552, 0.0103, -1.2021], [1.9763, 1.2423, -1.8037], [-2.5148, 2.0360, -2.3990], [-3.6538, 1.2398, -2.4032], [-4.4091, 1.1709, -3.5621], [-4.0182, 1.8731, -4.6934], [-2.8771, 2.6648, -4.6728], [-2.1252, 2.7676, -3.5152], [0.3550, 4.2211, -2.0625], [2.4285, 4.7629, -3.3161], [4.2073, 3.0854, -3.5878], [5.0633, 0.7451, -3.1216], [4.6236, -1.4767, -2.0883], [2.5085, -1.8699, -0.9081], [-3.9306, 0.6815, -1.5196], [-5.3030, 0.5615, -3.5802], [-4.6120, 1.8122, -5.5964], [-2.5810, 3.2179, -5.5544], [-1.2525, 3.4035, -3.4943], [-1.1417, -2.0490, 3.0159], [-1.1475, -0.5141, 3.1032], [-2.5316, -0.0889, 2.5704], [-1.1154, -0.1271, 4.5913], [0.2826, 0.2851, 2.0744], [0.6642, 2.1014, 2.6082], [-0.6807, 2.8502, 2.7105], [1.3590, 2.2329, 3.9723], [1.5152, 2.8841, 1.5931], [2.1216, -0.9574, 2.5485], [2.0209, -2.3211, 1.9265], [2.1466, -1.0772, 4.0508], [3.2913, -0.1721, 2.0080], [-2.0806, -2.4181, 3.4402], [-0.3346, -2.5043, 3.5924], [-1.0872, -2.4140, 1.9878], [-3.2811, -0.4964, 3.2564], [-2.7383, -0.5010, 1.5851], [-2.6742, 0.9888, 2.5251], [-1.9070, -0.6908, 5.0957], [-1.3277, 0.9290, 4.7527], [-0.1796, -0.3648, 5.0961], [-1.2783, 2.5213, 3.5593], [-1.2918, 2.7724, 1.8140], [-0.4618, 3.9128, 2.8576], [0.8394, 1.7167, 4.7804], [1.3764, 3.2977, 4.2274], [2.3975, 1.8982, 3.9559], [1.0089, 3.0042, 0.6418], [2.4973, 2.4455, 1.4129], [1.6773, 3.8909, 1.9921], [1.1139, -2.8567, 2.1978], [2.8668, -2.9171, 2.2934], [2.0800, -2.2923, 0.8544], [1.3726, -1.7442, 4.4237], [2.0957, -0.1285, 4.5820], [3.1124, -1.5335, 4.3089], [3.1530, 0.1410, 0.9753], [4.1712, -0.8274, 2.0340], [3.5255, 0.7024, 2.6123], [1.3682, -3.5509, -0.9136], [0.2209, -3.2517, -1.1503], [-0.4805, -2.1657, -0.5612], [-1.8792, -1.9227, -1.4249], [-3.0271, -1.7657, -0.5864], [-1.5402, -0.8044, -2.3095], [-1.8738, -3.4263, -2.2930], [-2.8669, -3.9859, -3.0726], [-2.5921, -5.2294, -3.6255], [-1.3768, -5.8706, -3.3877], [-0.3999, -5.2866, -2.5918], [-0.6711, -4.0465, -2.0441], [-3.8101, -3.4840, -3.2433], [-3.3383, -5.7121, -4.2432], [-1.1982, -6.8437, -3.8259], [0.5450, -5.7753, -2.3936]],
  "atomic_forces_ev_per_a": [[-0.3560, 1.4005, 0.1638], [0.0243, 0.2754, -0.3828], [-1.1171, -0.0198, 0.6726], [0.2774, -0.1932, -0.0166], [0.3353, -1.2888, -0.4035], [0.1864, -0.4032, 0.1478], [-0.0253, -0.0398, 0.0003], [-0.0622, 0.0768, 0.0139], [-0.0181, 0.0113, 0.0058], [-0.0772, -0.0438, 0.0623], [0.0706, 0.0328, -0.0576], [-0.0221, -0.0690, 0.0365], [-0.0148, 0.1128, -0.1790], [0.9028, -0.0175, -0.1958], [-0.0308, 0.0137, 0.0287], [-0.0352, -0.0148, -0.0854], [0.0717, -0.0352, 0.0012], [0.0075, -0.0072, -0.0157], [-0.0165, 0.0003, -0.0005], [0.0068, 0.0352, -0.0209], [0.0068, -0.0781, 0.0083], [-0.0128, -0.0048, -0.0048], [-0.0080, -0.0315, 0.0231], [-0.0224, -0.0031, 0.0166], [-0.0189, 0.0006, 0.0161], [-0.0290, 0.0027, 0.0167], [-0.0195, -0.1171, 0.1144], [0.0125, 0.0164, -0.0148], [0.0063, 0.0220, 0.0029], [0.0179, -0.0037, 0.0142], [-0.0103, -0.0143, 0.0184], [-0.0026, 0.0285, 0.0286], [0.1234, -0.0673, 0.0669], [-0.5946, 0.0862, -0.3741], [-0.0758, -0.0267, 0.1697], [0.1324, 0.0684, 0.0770], [2.2938, -1.4367, 1.6878], [-0.2400, 0.4362, -0.3821], [0.0316, 0.1132, 0.0666], [0.0598, -0.1257, 0.0732], [0.0687, -0.0553, 0.0919], [-2.4308, 1.6216, -0.6869], [0.2240, -0.3093, 0.2770], [0.4627, -0.1096, 0.2592], [0.3702, -0.2405, 0.1168], [0.0096, 0.0159, -0.0066], [-0.0667, 0.0530, -0.0741], [-0.0089, 0.0140, 0.0318], [-0.0488, 0.0225, -0.0330], [-0.0084, -0.0256, -0.0214], [0.0266, -0.0048, 0.0084], [0.0119, 0.0079, -0.0204], [0.0008, -0.0270, -0.0034], [-0.0159, -0.0152, -0.0605], [0.0169, -0.0057, -0.0346], [0.0276, -0.0075, 0.0212], [-0.0513, -0.0040, 0.0216], [0.0187, 0.0177, -0.0806], [-0.0258, -0.0255, -0.0072], [-0.0811, -0.0148, -0.0335], [-0.0374, 0.0404, 0.0120], [0.0046, -0.0856, 0.0153], [0.0208, -0.0316, -0.0093], [0.0717, 0.0356, -0.0431], [0.0450, -0.0990, -0.0837], [0.0095, -0.0511, -0.2614], [0.0097, 0.0374, 0.0225], [-0.0203, -0.0775, -0.0461], [-0.0063, -0.0450, 0.1350], [0.0027, 0.0599, -0.0293], [0.1360, 0.0695, -0.0156], [-0.0326, 0.0532, -0.0287], [-0.3496, 0.2380, -0.1390], [0.2866, -0.3255, 0.4892], [0.3292, 0.7697, -0.6686], [-0.5081, 0.5837, -0.3979], [0.0957, -0.0846, -0.0377], [-0.3788, -0.5954, -0.1013], [-0.1723, -0.0882, 0.0095], [0.0165, 0.0302, -0.0479], [-0.0249, -0.0058, -0.0021], [0.0423, 0.0056, 0.0241], [0.0495, -0.0903, -0.0825], [0.1215, 0.0452, 0.0771], [0.0289, -0.0143, 0.0233], [0.0267, 0.0055, 0.0135], [0.0011, 0.0207, 0.0070], [-0.0258, 0.0000, -0.0002]],
  "mulliken_charge": [0.73, -0.46, 1.49, -0.68, -0.03, 0.41, -0.17, -1.12, -0.86, 1.25, -1.04, -1.55, 0.11, 0.12, -0.47, 0.43, -0.34, -0.85, -0.57, -0.80, -0.45, 0.74, 0.45, 0.46, 0.49, 0.53, 0.39, 0.50, 0.47, 0.42, 0.45, 0.35, -1.74, 3.05, -1.86, -1.77, -1.74, 2.60, -1.46, -2.05, -1.59, 2.54, -1.12, -1.90, -1.57, 0.65, 0.34, 0.05, 0.68, 0.20, 0.32, 0.60, 0.34, 0.29, 0.31, 0.06, 0.60, 0.35, 0.63, 0.34, 0.30, 0.26, 0.67, 0.09, 0.72, -0.06, 0.30, 0.30, 0.64, 0.12, 0.60, 0.30, -0.68, 0.25, -0.18, 1.45, -0.70, -0.53, 0.38, -0.79, -0.62, -0.53, -0.68, -0.08, 0.52, 0.43, 0.42, 0.53],
  "orbital_gap_ev": [5.48, 5.56],
  "total_charge": 1,
  "relative_energy_ev": 1.156,
  "lumo_energy_ev": [-5.04, -5.03],
  "spin_multiplicity": 1,
  "largest_force_ev_per_a": 3.190
}

# 2
{
  "formula": "C34H43AsBBrN6O8S4Sc",
  "method": "ωB97M-V/def2-TZVPD",
  "species": ["Sc", "C", "C", "C", "C", "N", "C", "C", "N", "B", "N", "C", "C", "N", "C", "S", "C", "C", "C", "C", "N", "C", "C", "N", "C", "S", "C", "C", "C", "C", "C", "S", "H", "H", "H", "H", "H", "H", "H", "H", "H", "H", "H", "H", "H", "H", "H", "H", "H", "H", "H", "H", "H", "H", "H", "H", "H", "H", "H", "H", "H", "H", "H", "H", "H", "H", "O", "As", "O", "O", "C", "C", "C", "C", "C", "C", "S", "O", "O", "O", "H", "H", "H", "H", "H", "Br", "C", "C", "C", "C", "C", "C", "C", "O", "O", "H", "H", "H", "H"],
  "positions_angstrom": [[-0.8267, 0.2844, 0.8298], [-2.2480, 3.3113, -2.6577], [-1.4694, 2.9695, -3.9231], [-1.2466, 4.2562, -4.7216], [-2.2953, 1.9590, -4.7279], [-0.1350, 2.3499, -3.6781], [0.6191, 1.9109, -4.7589], [1.7005, 1.2881, -4.2667], [1.6297, 1.3308, -2.8913], [2.6318, 0.4767, -2.0746], [2.8951, 1.0462, -0.6484], [3.6257, 2.2070, -0.5438], [3.8055, 2.4730, 0.7609], [3.1760, 1.4675, 1.4786], [2.5807, 0.6225, 0.5911], [1.6484, -0.7751, 0.9684], [3.3938, 1.2747, 2.9483], [2.1565, 0.7589, 3.6830], [4.5508, 0.2890, 3.1022], [3.7588, 2.6301, 3.5597], [2.3080, -1.0357, -2.0993], [3.3633, -1.9208, -2.0136], [2.8887, -3.1660, -2.1596], [1.5142, -3.0622, -2.3342], [1.1602, -1.7394, -2.2843], [-0.4111, -1.1030, -2.3828], [0.6258, -4.2030, -2.6897], [0.0860, -3.9867, -4.1031], [-0.5068, -4.3289, -1.6743], [1.4322, -5.5019, -2.6681], [0.5005, 1.9851, -2.5289], [0.0703, 2.3542, -0.9175], [-3.1947, 3.7472, -2.9859], [-1.7294, 4.0287, -2.0276], [-2.4572, 2.4322, -2.0527], [-2.2115, 4.7140, -4.9457], [-0.7332, 4.0725, -5.6664], [-0.6558, 4.9640, -4.1383], [-3.3076, 2.3441, -4.8597], [-2.3452, 1.0104, -4.1916], [-1.8752, 1.7722, -5.7171], [0.3188, 2.0794, -5.7755], [2.5169, 0.8007, -4.7696], [3.6903, 0.5770, -2.6617], [3.9532, 2.7457, -1.4154], [4.3243, 3.2847, 1.2301], [1.9844, -0.3001, 3.5234], [1.2699, 1.2917, 3.3562], [2.3043, 0.9377, 4.7506], [4.2847, -0.6701, 2.6544], [4.7600, 0.1281, 4.1619], [5.4560, 0.6673, 2.6206], [2.9687, 3.3595, 3.3744], [4.7164, 3.0138, 3.2034], [3.8490, 2.4987, 4.6378], [4.3672, -1.5797, -1.8319], [3.4048, -4.1042, -2.1223], [-0.4968, -3.0689, -4.1576], [-0.5517, -4.8298, -4.3785], [0.9108, -3.9277, -4.8177], [-1.1573, -3.4593, -1.7105], [-0.1062, -4.4105, -0.6630], [-1.0901, -5.2247, -1.8995], [2.2360, -5.5020, -3.4062], [0.7529, -6.3178, -2.9148], [1.8485, -5.7038, -1.6796], [0.2513, 4.2006, 3.1302], [-1.1155, 3.0971, 2.8333], [-2.3940, 3.9772, 2.3671], [-0.4137, 2.0128, 1.7341], [-1.0826, 2.2833, 4.6001], [-0.5703, 3.0394, 5.6479], [-0.5104, 2.5142, 6.9328], [-0.9626, 1.2285, 7.1845], [-1.4783, 0.4643, 6.1470], [-1.5346, 0.9927, 4.8687], [-2.1624, -0.0133, 3.5448], [-2.9538, -1.0634, 4.1203], [-0.9381, -0.5074, 2.8534], [-2.8286, 0.9300, 2.6561], [0.1936, 4.8969, 2.4650], [-0.2070, 4.0393, 5.4557], [-0.1095, 3.1168, 7.7387], [-0.9201, 0.8208, 8.1868], [-1.8506, -0.5382, 6.3117], [-4.1280, -6.4458, 1.2652], [-4.4266, -4.6704, 0.6514], [-5.6745, -4.3316, 0.1537], [-5.8915, -3.0355, -0.2939], [-4.8703, -2.0994, -0.2451], [-3.6253, -2.4648, 0.2470], [-3.3939, -3.7546, 0.7070], [-2.5133, -1.4688, 0.2788], [-2.7670, -0.2439, 0.0680], [-1.3401, -1.8440, 0.5274], [-6.4645, -5.0691, 0.1212], [-6.8655, -2.7611, -0.6788], [-5.0197, -1.0807, -0.5769], [-2.4206, -4.0146, 1.0984]],
  "atomic_forces_ev_per_a": [[0.7073, 0.2769, -0.1381], [-0.0368, 0.0269, -0.0093], [-0.0153, -0.0025, 0.0229], [-0.0123, 0.0035, -0.0041], [-0.0026, 0.0065, -0.0099], [0.0100, -0.0233, -0.0406], [-0.0154, 0.0184, 0.0215], [-0.0301, -0.0399, 0.0331], [-0.0505, -0.0847, 0.0214], [-0.0819, 0.0656, 0.0503], [-0.0617, 0.0700, -0.0923], [0.0625, -0.0657, 0.0476], [0.0713, -0.0416, 0.0293], [-0.1877, 0.1831, 0.0287], [0.2554, -0.2571, 0.0287], [-0.1516, 0.1479, -0.2339], [0.0103, -0.0071, -0.0362], [0.0007, 0.0108, 0.0163], [0.0200, -0.0372, 0.0089], [0.0210, -0.0384, 0.0330], [0.0557, -0.0145, -0.1012], [0.0063, 0.0400, 0.0238], [-0.0907, -0.0264, 0.0517], [0.0301, -0.1073, -0.0787], [-0.0753, 0.1368, 0.1194], [0.1290, 0.2774, -0.1654], [0.0029, 0.0171, 0.0524], [-0.0177, -0.0324, -0.0414], [-0.0821, 0.0215, 0.0256], [0.0069, 0.0332, 0.0074], [-0.0271, -0.1490, -0.0850], [-0.0334, -0.3037, 0.2225], [-0.0128, -0.0041, 0.0041], [-0.0287, -0.0073, -0.0341], [-0.0129, 0.0102, -0.0305], [0.0097, -0.0040, 0.0046], [0.0040, -0.0094, 0.0015], [-0.0031, -0.0105, 0.0012], [0.0101, -0.0002, 0.0036], [0.0015, 0.0081, 0.0059], [0.0109, -0.0017, 0.0073], [0.0065, -0.0032, 0.0001], [-0.0070, 0.0080, 0.0035], [0.0111, 0.0562, 0.0278], [-0.0232, -0.0102, 0.0068], [-0.0317, 0.0082, -0.0166], [0.0051, 0.0285, -0.0065], [-0.1006, 0.0512, -0.0216], [-0.0256, 0.0056, 0.0007], [-0.0021, 0.0146, 0.0013], [-0.0036, 0.0048, -0.0088], [-0.0132, 0.0037, 0.0018], [-0.0047, 0.0193, -0.0197], [-0.0321, -0.0061, -0.0110], [-0.0008, -0.0080, -0.0027], [-0.0136, 0.0052, -0.0318], [0.0011, -0.0231, -0.0254], [0.0132, -0.0205, 0.0111], [0.0021, 0.0143, 0.0000], [-0.0007, -0.0020, 0.0041], [0.0185, -0.0444, 0.0548], [0.0043, -0.0027, 0.0188], [0.0073, -0.0116, 0.0099], [0.0083, 0.0114, 0.0033], [0.0048, 0.0070, -0.0016], [0.0010, 0.0140, -0.0013], [0.1111, 0.0684, 0.0398], [0.1503, -0.2488, -0.2553], [-0.0023, 0.0881, 0.0567], [-0.2388, 0.1575, 0.3832], [-0.0345, 0.0250, 0.0445], [0.0275, 0.0166, 0.0543], [-0.0088, -0.0093, -0.0030], [-0.0047, -0.0028, -0.0239], [0.0019, 0.0016, 0.0333], [0.0240, -0.0013, -0.0585], [0.1002, 0.1644, -0.1595], [-0.0072, 0.0001, 0.1192], [-0.1035, -0.1236, 0.1029], [-0.1381, -0.0932, 0.0939], [-0.0404, 0.0041, -0.0021], [-0.0116, -0.0057, -0.0260], [-0.0036, 0.0002, -0.0057], [0.0019, -0.0027, -0.0051], [0.0027, 0.0085, -0.0017], [-0.0069, 0.0078, -0.0033], [0.0113, -0.0095, 0.0071], [-0.0041, 0.0079, -0.0052], [0.0073, -0.0062, 0.0079], [-0.0287, 0.0126, 0.0160], [-0.0055, 0.0467, -0.0825], [-0.0026, -0.0433, -0.0448], [0.1599, -0.3322, -0.1164], [0.1204, 0.1893, -0.1205], [-0.3326, -0.1226, 0.1872], [0.0027, -0.0051, 0.0018], [0.0071, 0.0018, 0.0045], [0.0117, -0.0139, 0.0043], [0.0135, 0.0136, -0.0122]],
  "mulliken_charge": [0.78, -2.30, 1.55, -1.67, -1.51, 0.72, -0.28, -1.39, -0.06, 1.11, 0.27, -1.25, -0.62, 0.78, -0.02, -0.52, 1.71, -2.01, -1.90, -2.11, 0.26, -1.16, -0.47, 0.47, -0.20, -0.20, 1.53, -1.67, -1.52, -2.31, -0.30, -0.29, 0.58, 0.50, 0.37, 0.44, 0.37, 0.37, 0.46, 0.22, 0.39, 0.52, 0.59, -0.29, 0.60, 0.52, 0.42, 0.25, 0.63, 0.31, 0.47, 0.34, 0.39, 0.52, 0.49, 0.60, 0.51, 0.27, 0.47, 0.40, 0.13, 0.38, 0.52, 0.53, 0.45, 0.46, -0.64, 0.86, -0.89, 1.42, -0.72, -0.43, -0.58, -0.60, -0.59, 0.26, 1.54, -0.72, -0.61, -0.77, 0.27, 0.50, 0.39, 0.40, 0.50, -0.23, -0.21, -0.35, -0.73, -0.43, 0.39, -0.16, 1.18, -0.79, -0.68, 0.41, 0.40, 0.49, 0.52],
  "orbital_gap_ev": 7.18,
  "total_charge": -1,
  "relative_energy_ev": 0.162,
  "lumo_energy_ev": 2.33,
  "spin_multiplicity": 1,
  "largest_force_ev_per_a": 0.772
}

> Which formula does entry 1 have?

C34H42N3O5OsS2Si